# 1
52
Properties=species:S:1:pos:R:3:forces:R:3 method="wB97M-V/def2-TZVPD" smiles="CCOc1ccc(C(=O)NCCCN2CCOCC2)cc1OCC" de_lowest_kcal_mol=63.2 multiplicity=1 lumo_energy_ha=0.0262 charge=0
C -6.4778 -1.1229 -1.2365 0.38 0.25 0.07
C -5.4459 -0.0060 -1.2233 -0.37 0.08 -0.21
O -4.3232 -0.4725 -0.5036 0.24 -0.06 0.14
C -3.2597 0.3528 -0.3399 0.11 -0.10 0.13
C -3.1589 1.6424 -0.8357 -0.20 -0.22 0.00
C -2.0195 2.3956 -0.6058 0.35 0.03 0.15
C -0.9572 1.8745 0.1142 -0.49 0.09 -0.23
C 0.2400 2.7424 0.3029 0.21 0.00 0.25
O 0.1979 3.9497 0.1360 -0.11 0.20 -0.16
N 1.3687 2.0983 0.6862 -0.11 -0.15 0.08
C 2.6558 2.7484 0.6969 0.15 0.22 -0.14
C 3.5712 2.1703 -0.3850 -0.05 -0.17 0.32
C 3.9519 0.7098 -0.1180 0.08 0.27 -0.22
N 2.7881 -0.1718 -0.0983 0.02 -0.17 0.15
C 2.2818 -0.5391 -1.4164 0.08 -0.25 -0.19
C 3.1196 -1.6349 -2.0879 -0.12 0.31 -0.05
O 3.2339 -2.7760 -1.2634 -0.09 -0.07 0.01
C 3.7976 -2.4434 -0.0130 -0.06 0.14 0.30
C 2.9534 -1.3794 0.6976 0.18 -0.33 -0.13
C -1.0546 0.5782 0.6275 -0.04 -0.09 -0.03
C -2.1860 -0.1847 0.4116 -0.20 -0.11 -0.11
O -2.3796 -1.4630 0.8448 -0.21 0.28 -0.19
C -1.4244 -2.0743 1.6825 0.25 -0.14 0.36
C -1.4917 -1.5787 3.1249 -0.08 0.00 -0.42
H -7.3611 -0.8058 -1.7837 -0.10 0.02 -0.05
H -6.0596 -2.0064 -1.7105 0.00 -0.10 -0.06
H -6.7585 -1.3783 -0.2187 -0.07 -0.04 0.08
H -5.8612 0.8890 -0.7388 0.11 -0.06 -0.08
H -5.1555 0.2548 -2.2510 0.00 0.03 0.14
H -3.9673 2.0744 -1.4035 -0.10 -0.01 -0.05
H -1.9420 3.4027 -0.9845 0.02 0.08 -0.02
H 1.4384 1.0913 0.6023 -0.10 0.06 -0.09
H 3.1184 2.6197 1.6822 0.04 0.09 -0.05
H 2.4829 3.8138 0.5235 0.07 -0.14 0.11
H 4.4902 2.7572 -0.4242 0.03 0.03 -0.07
H 3.0742 2.2623 -1.3518 0.03 0.07 -0.08
H 4.7008 0.4005 -0.8622 0.03 -0.04 0.11
H 4.4223 0.6529 0.8674 0.05 -0.03 -0.03
H 1.2596 -0.9090 -1.2826 0.00 0.04 -0.09
H 2.2469 0.3450 -2.0526 -0.07 0.01 -0.03
H 4.1233 -1.2519 -2.3310 -0.07 -0.05 -0.02
H 2.6403 -1.9725 -3.0077 0.05 0.10 0.00
H 4.8279 -2.0783 -0.1492 -0.05 -0.06 0.02
H 3.8219 -3.3687 0.5648 0.07 0.07 0.03
H 1.9542 -1.7947 0.8707 0.05 -0.05 0.06
H 3.3972 -1.1235 1.6613 -0.03 -0.01 0.02
H -0.2468 0.1817 1.2209 0.05 -0.11 0.09
H -0.4118 -1.9514 1.2747 -0.10 -0.04 -0.03
H -1.6779 -3.1378 1.6465 0.12 0.13 -0.03
H -2.4899 -1.7457 3.5212 -0.07 -0.02 0.07
H -0.7739 -2.1220 3.7338 0.08 -0.04 0.09
H -1.2742 -0.5152 3.1843 0.04 0.08 0.07

# 2
242
Properties=species:S:1:pos:R:3:forces:R:3 method="wB97M-V/def2-TZVPD" multiplicity=1 lumo_energy_ha=-0.2910 charge=+6
C 5.9095 11.8687 1.2147 0.78 -0.68 -0.57
C 5.2621 10.7088 1.9998 -0.21 0.72 -0.84
C 3.8665 10.5327 1.4713 -1.66 -0.06 -0.26
C 3.1997 9.2740 2.0704 0.94 -0.14 -0.66
P 1.4213 9.2576 2.1044 -0.60 0.28 0.18
C 0.9864 10.0077 3.6782 -0.29 -0.21 0.50
C -0.5117 9.9798 3.9644 -0.53 -0.14 -1.53
C -1.0747 10.7001 5.1666 0.01 -0.45 0.74
C -2.6023 10.6500 5.1222 -1.23 0.83 0.89
C 0.7096 10.2348 0.7457 -0.50 0.05 0.90
C 1.0292 9.6227 -0.5874 0.02 -0.26 -1.63
C 0.6240 10.4458 -1.8791 -0.86 1.49 3.47
C -0.8526 10.8843 -1.8310 0.79 -0.10 2.16
C 0.6719 7.5963 2.0940 -0.39 1.34 -0.10
C 1.1082 6.5843 1.0977 2.63 -0.01 -0.89
C 0.2327 5.3780 1.1452 -1.25 -0.62 -2.26
C 0.5242 4.4038 -0.0795 1.13 0.80 0.79
H 5.5073 12.7775 1.6256 -0.14 0.62 -0.18
H 5.7076 11.8228 0.0830 0.31 -0.02 1.76
H 7.0065 11.8884 1.3905 -0.68 0.06 -0.27
H 5.1377 10.9596 3.0617 0.54 -0.14 -0.13
H 5.7940 9.7787 1.8795 0.45 -0.32 0.11
H 3.8109 10.4653 0.3646 0.16 0.29 0.61
H 3.2772 11.4091 1.8175 0.23 -0.24 -0.53
H 3.6134 9.2076 3.0613 -0.37 -0.23 0.85
H 3.5592 8.3707 1.5845 0.05 -0.12 -0.33
H 1.4354 11.0013 3.7073 -0.05 0.11 0.06
H 1.4699 9.3869 4.4301 0.42 0.05 0.15
H -0.8296 8.9145 3.9116 -0.03 0.61 0.43
H -1.0171 10.4517 3.1146 -0.02 -0.08 -0.19
H -0.7988 11.7739 5.1652 0.26 -0.68 0.11
H -0.6995 10.1772 6.0832 -0.28 0.81 -0.45
H -3.0589 9.6628 5.2996 0.46 0.18 -0.02
H -3.0384 11.0163 4.1720 0.49 -0.10 0.30
H -3.0265 11.3378 5.9169 0.47 -0.83 -0.82
H 1.0608 11.2473 0.8769 0.31 0.45 -0.05
H -0.3804 10.2758 0.9330 0.42 -0.06 -0.10
H 0.3593 8.7734 -0.6680 0.13 -0.58 -0.02
H 2.0814 9.2287 -0.5754 -0.81 0.50 -0.47
H 0.8613 9.9202 -2.7295 0.54 -1.31 -1.91
H 1.0813 11.4162 -1.9010 1.18 0.24 -0.12
H -1.1473 11.2135 -2.7790 -0.55 0.75 -1.31
H -0.9877 11.6956 -1.0566 0.10 -0.66 -1.00
H -1.5044 10.0867 -1.5323 -0.50 -0.64 0.08
H -0.3897 7.8136 1.9273 -0.05 0.03 0.10
H 0.7528 7.2237 3.0863 0.05 -0.36 1.07
H 2.1303 6.2038 1.3366 -0.32 0.60 -0.13
H 1.2140 7.0999 0.1056 -0.39 -1.02 0.62
H -0.7719 5.7877 1.0896 -0.59 -0.33 -0.39
H 0.2344 4.9279 2.1176 0.50 -0.60 0.49
H 1.5925 4.1117 -0.0518 -0.39 -0.04 0.26
H 0.4805 4.9662 -1.0160 -0.42 0.07 0.10
H -0.0471 3.4836 -0.1978 -0.26 0.28 0.44
C -7.4209 7.6019 -2.4738 1.82 0.61 0.51
C -7.6534 6.7470 -3.6836 0.34 1.12 -0.86
C -6.7031 5.5769 -3.8349 -0.80 -1.30 -0.43
C -7.1521 4.4958 -2.8206 -0.13 0.48 -0.48
P -6.9074 2.7654 -3.1322 -0.08 0.43 0.23
C -7.9538 1.9991 -1.8346 0.91 0.36 0.08
C -7.7208 2.4928 -0.3803 -0.56 0.59 -0.51
C -8.6307 1.6799 0.5632 0.69 1.42 -0.01
C -10.0998 2.1181 0.5373 0.99 -2.19 -0.15
C -7.5843 2.3589 -4.8021 1.28 1.93 -0.26
C -7.4344 0.8867 -5.0155 0.29 -2.15 0.52
C -8.0052 0.3741 -6.3670 -0.75 -1.13 1.12
C -7.5833 -1.0782 -6.6614 1.36 -0.06 -0.10
C -5.2146 2.3358 -2.7651 0.22 0.08 0.69
C -4.0963 3.3003 -3.1830 -0.23 -0.49 -2.14
C -3.9220 4.3775 -2.1661 0.44 -0.14 1.81
C -3.0258 3.8443 -1.0221 0.53 -0.25 -0.89
H -6.6486 8.3932 -2.5919 -0.14 -0.72 -0.27
H -7.1689 7.0971 -1.5571 0.29 -0.72 0.32
H -8.2536 8.1533 -2.1923 -1.92 1.00 0.20
H -7.5543 7.4279 -4.5362 0.04 -0.25 -0.13
H -8.6936 6.4377 -3.7163 -0.09 -0.42 0.02
H -5.6508 5.8258 -3.7037 -0.08 0.19 0.17
H -6.7904 5.1438 -4.8495 0.02 0.34 0.29
H -8.2382 4.4696 -2.7368 -0.34 0.55 -0.05
H -6.7935 4.7496 -1.8386 0.07 -0.12 0.48
H -7.7852 0.9335 -1.8033 -0.07 -0.48 -0.40
H -8.9606 2.2244 -2.1516 -0.53 -0.17 -0.06
H -8.0465 3.5688 -0.3301 0.73 -0.83 0.20
H -6.6706 2.3361 -0.0661 -0.46 0.36 -0.24
H -8.1386 1.7768 1.5560 -0.74 -0.33 -0.40
H -8.6113 0.6735 0.2118 0.33 -1.06 0.23
H -10.5425 1.8148 -0.4194 -0.13 0.04 0.27
H -10.1895 3.1552 0.6312 -0.39 1.58 0.52
H -10.5425 1.5370 1.3511 -0.61 0.53 -0.18
H -7.0554 2.9629 -5.6368 -0.53 -0.90 1.46
H -8.5894 2.8034 -4.7730 -0.10 -0.55 -0.05
H -7.8472 0.3111 -4.0981 0.27 0.70 -1.61
H -6.3362 0.6162 -4.9868 -0.96 0.38 -0.15
H -7.6292 0.9780 -7.1694 0.03 0.63 -0.39
H -9.1301 0.4081 -6.3481 1.03 0.24 -0.10
H -6.4413 -1.1999 -6.7276 -1.65 0.22 0.27
H -7.9808 -1.4377 -7.6022 -0.04 0.28 -0.42
H -7.9883 -1.7939 -5.9539 0.17 0.05 0.52
H -5.0807 1.3351 -3.1045 0.36 -0.97 -0.29
H -5.2394 2.2972 -1.6566 0.10 -0.17 -0.41
H -4.3400 3.7486 -4.1848 0.13 -0.38 0.72
H -3.1326 2.7425 -3.3740 -1.00 0.45 0.43
H -4.8515 4.6648 -1.6583 0.03 0.09 -0.65
H -3.4843 5.2342 -2.6435 0.18 0.63 0.03
H -3.2479 2.7732 -0.8464 0.20 0.71 0.18
H -3.0902 4.4041 -0.0976 -0.24 0.10 0.19
H -1.9850 3.9294 -1.3679 -0.18 -0.29 0.18
C 8.3938 1.3560 3.1821 -1.02 0.49 1.59
C 8.3391 0.7567 4.6266 -0.20 -0.48 -1.55
N 9.3854 -0.2581 4.8169 1.51 2.22 0.49
C 9.4432 -1.5627 4.5035 0.16 -2.41 1.05
C 10.6752 -2.0337 4.9076 -0.25 1.01 -0.56
N 11.3754 -0.9621 5.3440 0.33 2.16 0.22
C 10.5949 0.1668 5.2830 -0.40 -2.80 -0.22
C 12.7667 -0.9932 5.8908 -0.91 0.77 -1.65
H 9.3343 1.8531 3.0222 0.47 0.21 -0.02
H 7.5852 2.1557 3.0912 0.90 -1.40 -0.20
H 8.3353 0.5137 2.4992 -0.45 0.27 -0.36
H 7.4008 0.2970 4.8506 -0.71 -0.53 -0.28
H 8.4412 1.4420 5.4249 0.46 1.09 0.57
H 8.6139 -2.2458 4.3455 -0.16 0.74 -0.55
H 11.1770 -2.9776 4.8942 -0.30 -0.45 -0.12
H 10.7918 1.1795 5.6215 0.26 -0.39 -0.16
H 13.3598 -1.7269 5.3946 0.02 -0.91 -0.40
H 12.6563 -1.2387 6.9111 0.48 0.31 1.24
H 13.2362 -0.0625 5.5644 -0.08 0.13 0.96
C 11.8437 -5.5849 -1.6859 1.74 -1.28 0.34
C 12.0324 -5.2818 -3.1197 -0.65 2.05 -0.61
N 10.7581 -4.7370 -3.6502 0.36 -0.42 -1.37
C 10.5665 -4.0359 -4.8149 1.80 0.84 -0.25
C 9.2662 -3.9014 -5.0935 -0.05 -2.13 2.02
N 8.6281 -4.6987 -4.0735 0.34 1.23 -1.81
C 9.5861 -5.1705 -3.3112 -1.84 -1.17 2.81
C 7.2372 -5.1144 -4.0188 -0.47 1.54 0.08
H 11.2152 -6.4599 -1.5284 -0.23 0.17 0.16
H 11.5015 -4.6883 -1.1696 0.23 -0.30 0.36
H 12.8702 -5.9457 -1.4144 -0.91 0.62 0.62
H 12.3282 -6.0782 -3.7549 0.25 -0.96 -0.35
H 12.7518 -4.4703 -3.2495 0.04 -0.12 0.04
H 11.4581 -3.7312 -5.3285 -0.11 0.44 -0.34
H 8.8306 -3.4998 -5.9548 -0.94 0.52 -0.74
H 9.3793 -5.7752 -2.4086 0.17 0.41 -0.89
H 6.9922 -5.6404 -4.9091 -0.18 -0.78 -0.52
H 6.5484 -4.2685 -3.9475 0.40 0.29 -0.22
H 7.0447 -5.6382 -3.1151 0.14 -0.94 0.56
C -3.5195 -14.0206 -9.1399 -0.09 0.61 -0.46
C -3.7486 -13.0937 -8.0086 0.04 1.51 1.17
O -3.1254 -12.2000 -7.5514 -0.03 -0.74 -0.47
N -5.1727 -13.2623 -7.2910 -0.73 -0.35 0.65
H -5.8903 -12.8566 -7.9084 0.20 -0.38 0.01
H -5.3699 -14.2611 -7.1679 -0.12 0.12 -0.51
C -5.4025 -12.6677 -5.8822 0.80 -0.11 -1.39
H -2.4312 -14.1705 -9.2785 -0.72 0.20 -0.10
H -4.0191 -13.5668 -10.0395 0.68 -0.36 0.60
H -4.0258 -14.9463 -8.9474 -0.09 -0.67 -0.03
H -6.3558 -13.0061 -5.5450 -0.84 -0.11 -0.05
H -5.3592 -11.5877 -5.9520 0.22 -0.03 0.16
H -4.6750 -13.1217 -5.2401 0.62 0.21 0.31
C 4.7451 -5.7488 6.7159 1.98 -1.00 -0.76
C 3.8073 -6.6518 7.4074 0.84 0.77 -0.96
O 4.0356 -7.7113 7.8466 -0.44 -0.85 0.62
N 2.4381 -6.0466 7.4972 -0.37 -1.72 0.65
H 2.5399 -5.0562 7.3580 -0.37 0.65 0.10
H 1.9029 -6.4056 6.7095 -0.12 0.30 -0.92
C 1.7274 -6.4704 8.7265 0.14 1.25 1.61
H 4.3275 -5.1253 5.9299 -0.18 0.03 0.06
H 5.5519 -6.4154 6.2836 -0.95 0.80 0.30
H 5.2785 -5.1646 7.4657 -0.17 0.31 0.10
H 1.6898 -7.5365 8.9079 -0.02 -0.14 -0.72
H 0.7759 -5.9750 8.7396 -0.71 -0.24 -0.24
H 2.2284 -6.0470 9.6012 0.30 -0.06 -0.22
C 4.2566 -10.4092 1.0880 0.43 -0.77 -1.17
C 4.9971 -9.0887 0.9872 0.64 0.19 -0.98
O 4.8390 -8.2200 1.8093 -0.10 1.20 0.40
N 5.9114 -8.9777 -0.0826 -1.75 -0.69 0.64
H 4.7337 -5.9092 1.3555 0.79 1.78 -0.88
H 5.6841 -9.7002 -0.7405 0.42 -0.23 -0.37
C 6.4413 -7.7726 -0.7085 -0.46 -0.82 -0.43
H 4.9634 -11.1468 1.4933 -0.15 0.07 -0.14
H 3.9605 -10.7793 0.0571 0.15 0.37 1.28
H 3.4048 -10.3825 1.7744 0.22 0.34 -0.34
H 6.4034 -6.9409 -0.0668 0.40 0.78 1.36
H 5.8080 -7.4015 -1.5369 0.37 -0.66 -0.14
H 7.4660 -8.0267 -1.0017 -0.22 0.51 -0.22
C -10.2595 -3.5012 6.2425 0.43 -0.14 -2.55
C -11.1348 -3.5255 4.9372 0.76 -1.46 3.22
O -11.2369 -2.7967 4.0468 -0.09 0.69 -0.89
N -12.0386 -4.8459 4.8690 -1.96 -0.50 -0.50
H -12.0348 -5.4822 5.6799 0.19 0.62 -0.05
H -13.0433 -4.5486 4.7030 1.23 -0.18 0.58
C -11.6570 -5.5877 3.6371 1.68 -0.66 -0.72
H -10.7771 -3.8796 7.1190 -0.19 0.53 0.07
H -9.8621 -2.4760 6.2175 -0.28 -0.35 0.80
H -9.3751 -4.1769 6.0813 -0.80 0.45 -0.05
H -10.5698 -5.8101 3.6903 -0.59 0.26 0.05
H -11.8068 -4.8654 2.8549 -0.09 -0.10 -0.60
H -12.1243 -6.5637 3.4024 -0.42 0.84 0.71
C -0.4438 -6.1961 3.9483 0.33 0.01 -0.28
C 0.9020 -5.5522 3.7995 0.76 0.65 -1.19
O 1.6617 -5.5005 4.7549 0.65 -0.16 1.17
N 1.3232 -5.0253 2.6006 -1.20 -0.44 -0.22
H 2.2785 -4.7207 2.5286 0.15 0.00 0.47
H -2.6901 -3.9872 -3.6596 -4.54 -6.48 -0.83
C 0.5305 -4.9019 1.3582 0.66 -2.38 0.87
H -0.3454 -6.9429 4.7448 -0.17 0.11 -0.39
H -0.7483 -6.6289 3.0025 -0.29 -0.28 0.06
H -1.1728 -5.4552 4.2566 -0.17 0.16 0.01
H 0.8887 -4.0809 0.7994 0.05 1.05 -0.41
H -0.4942 -4.8605 1.6222 -1.02 0.73 0.08
H 0.5861 -5.8155 0.7267 0.36 0.41 0.28
C 1.0697 -0.1409 -3.9954 0.04 0.38 0.82
C 0.3681 -1.4145 -4.1856 -1.08 -2.06 -0.06
O 0.0737 -1.8732 -5.2675 0.30 0.22 -0.13
N 0.1217 -2.1948 -3.0576 1.31 0.04 2.39
H -0.3849 -3.0797 -3.1768 0.11 1.09 -0.56
H 2.4018 -2.4577 -2.8479 -5.16 -0.54 -0.60
C 0.0627 -1.7371 -1.6132 0.28 -1.06 -1.20
H 0.6067 0.3584 -3.1202 0.59 0.22 -0.63
H 0.9646 0.3788 -4.9272 -0.12 0.65 -0.19
H 2.1387 -0.3476 -3.8523 -0.24 0.24 0.25
H -0.9029 -1.3673 -1.3170 -0.49 0.56 -0.22
H 0.8476 -1.0432 -1.3156 -0.01 0.11 -0.30
H 0.1820 -2.6331 -0.9927 0.15 -0.04 -0.07
O 5.6793 -2.9087 1.1501 -0.11 -1.34 2.34
C 5.3569 -4.0762 1.7620 0.79 -0.14 -0.66
O 5.4911 -4.2599 2.9480 -0.45 0.17 -0.84
O 4.9791 -5.0455 0.8483 -0.45 -0.74 1.91
H 5.4485 -2.9101 0.2269 -0.43 -0.02 -1.55
O -2.7097 -1.1063 -3.4005 1.09 -0.16 0.50
C -3.0220 -2.2843 -3.1345 -2.07 2.10 0.25
O -2.1942 -3.2972 -3.5420 4.05 5.80 0.73
O -4.1045 -2.5783 -2.5566 0.63 -0.94 0.40
H -3.2679 -0.0364 -1.6570 0.52 0.10 0.13
O 2.9982 -3.4814 -0.8311 3.04 0.56 0.80
C 3.8035 -2.8188 -1.6769 -1.08 1.77 -1.24
O 3.2912 -2.3460 -2.8527 4.65 -0.65 1.59
O 4.9090 -2.4905 -1.3844 1.12 -0.65 0.54
H 2.1692 -3.6635 -1.1685 -2.89 -0.55 -1.41
O -4.9776 -0.9217 -0.4146 1.46 1.53 0.56
C -4.2036 0.2024 -0.0377 -3.27 -1.16 1.80
O -4.4959 0.8992 0.9283 0.27 -1.36 -1.57
O -3.2082 0.4800 -0.8068 1.37 -0.28 -2.06
H -4.5521 -1.5243 -1.1039 -0.27 0.53 0.07

# 3
19
Properties=species:S:1:pos:R:3:forces:R:3 method="wB97M-V/def2-TZVPD" de_lowest_kcal_mol=45.0 multiplicity=1 lumo_energy_ha=-0.1219 charge=+1
N -1.8519 1.0610 1.5255 0.55 0.88 0.31
C -1.4550 0.5364 0.3279 -0.64 0.15 1.36
C -0.2492 0.6163 -0.2298 -0.31 -0.04 -1.38
N 0.7943 1.5210 0.3226 -2.05 0.61 -0.60
C 0.2177 -0.2354 -1.3818 0.84 -0.20 0.34
C 0.4370 -1.7107 -0.9734 -1.20 0.84 0.33
C 1.2124 -1.7820 0.3099 0.21 0.12 -0.16
O 2.0097 -0.9262 0.6209 -0.01 0.09 0.20
H -2.7580 0.9522 1.9467 -0.17 -0.24 -0.57
H -1.3363 1.8091 1.9584 0.07 -0.12 0.10
H -2.2517 -0.0499 -0.0972 0.28 -0.45 -0.49
H 1.3046 1.0011 1.0028 1.16 -0.29 0.90
H 1.3769 1.8632 -0.4247 0.72 -0.31 -0.37
H 0.3604 2.3809 0.6667 0.12 -0.20 0.54
H 1.2153 0.1066 -1.6542 0.11 0.20 -0.13
H -0.3428 -0.1647 -2.3094 -0.46 0.05 0.17
H 0.8586 -2.1669 -1.8363 0.87 -0.89 -0.40
H -0.5006 -2.2341 -0.7997 -0.26 0.02 -0.04
H 0.9585 -2.5780 1.0252 0.18 -0.22 -0.12

# 4
9
Properties=species:S:1:pos:R:3:forces:R:3 method="wB97M-V/def2-TZVPD" de_lowest_kcal_mol=93.4 multiplicity=1 lumo_energy_ha=0.0214 charge=0
C 1.1755 0.1850 0.0020 2.19 0.91 -1.01
C -1.3763 -1.2236 -0.3433 -0.12 -1.55 -0.37
N 0.7559 1.3517 0.0674 -0.43 1.23 1.24
O -1.9368 -0.2363 0.2258 -1.50 1.70 1.05
Cl 2.9691 -0.0562 -0.0967 -0.43 -0.41 0.35
H -2.0475 -2.1472 -0.0572 0.74 1.35 -0.27
H 0.6046 -0.7036 -0.2626 -0.10 0.06 0.20
H 1.4465 2.1243 0.3211 -0.95 -1.61 -0.77
H -1.5910 0.7060 0.1435 0.60 -1.68 -0.41